{
  "formula": "C50H54F6N11O5S2SiW",
  "method": "the ωB97M-V functional and the def2-TZVPD basis",
  "species": ["W", "S", "S", "Si", "F", "F", "F", "F", "F", "F", "O", "O", "O", "O", "O", "N", "N", "N", "N", "N", "N", "N", "N", "N", "N", "N", "C", "C", "C", "C", "C", "C", "C", "C", "C", "C", "C", "C", "C", "C", "C", "C", "C", "C", "C", "C", "C", "C", "C", "C", "C", "C", "C", "C", "C", "C", "C", "C", "C", "C", "C", "C", "C", "C", "C", "C", "C", "C", "C", "C", "C", "C", "C", "C", "C", "C", "H", "H", "H", "H", "H", "H", "H", "H", "H", "H", "H", "H", "H", "H", "H", "H", "H", "H", "H", "H", "H", "H", "H", "H", "H", "H", "H", "H", "H", "H", "H", "H", "H", "H", "H", "H", "H", "H", "H", "H", "H", "H", "H", "H", "H", "H", "H", "H", "H", "H", "H", "H", "H", "H"],
  "xyz": [[-0.2198, 1.0651, -1.0130], [-1.9949, 3.9783, -2.5000], [-2.0141, 3.4833, -5.1442], [2.2032, 2.1344, -1.3846], [-4.4283, 5.0250, -3.3880], [-3.5698, 5.4754, -5.9270], [-4.1788, 5.0288, -1.2526], [-1.5825, 5.4928, -6.7803], [-4.5680, 3.1672, -2.2824], [-3.0450, 4.0431, -7.4556], [-0.4380, 2.3066, -2.1944], [-1.4834, 4.9407, -1.4973], [-2.7259, -7.2675, 9.0535], [-0.9047, 2.8398, -5.7958], [-3.1584, 2.6699, -4.8050], [-0.6533, 4.7531, 1.5794], [-1.7548, -0.8076, -0.2075], [0.2489, 0.3833, 1.2002], [0.5493, -0.5875, -1.9099], [-4.2813, 2.3305, 0.5789], [-0.1613, 2.8807, 0.2948], [-1.5891, 4.4416, -3.9702], [-2.3190, 1.6783, -0.5035], [-0.8209, -2.8221, 4.8078], [-2.4624, -3.7660, 3.6429], [-2.2433, 3.1071, 1.3074], [-1.3403, -5.7837, 7.9262], [-3.9497, -7.9801, 9.1723], [-3.5309, -6.2322, 7.0146], [-3.9029, 4.3484, -2.3891], [-2.0438, -4.6932, 5.8929], [-1.1273, 0.0916, -3.6653], [3.1706, -4.7903, -2.5665], [2.1956, -1.3700, -0.2349], [-1.8921, -2.7659, 2.9118], [0.8926, -0.4109, 3.7860], [-1.0839, -4.9234, 6.8836], [-0.8691, -2.1620, 3.6063], [5.7264, 0.4453, 0.0311], [3.0981, -2.2900, 0.2757], [3.7292, -2.0651, 1.6237], [1.5553, 0.6270, 3.1832], [-0.4277, -0.6352, 1.7771], [-2.5912, 4.7150, -6.3955], [3.8706, 4.8254, -3.9428], [0.9868, -0.8124, -4.4013], [1.5321, -1.5368, -1.4546], [1.7747, 3.0202, -4.1497], [-1.7989, -3.7857, 4.7779], [-1.6854, 5.7047, 1.9845], [3.7299, 1.0658, -1.1945], [-2.9383, 2.3456, 0.4049], [3.5034, 4.0548, -2.8524], [3.1861, 4.6893, -5.1451], [-0.9700, 3.5700, 1.0337], [2.8240, -3.6046, -1.7058], [-2.5695, -6.4454, 7.9999], [-2.7740, -1.3247, -0.8683], [4.1224, 0.1981, -2.2164], [-3.5675, -2.3547, -0.3742], [-3.2606, -5.3617, 5.9723], [0.7217, 5.2273, 1.5155], [-0.7632, -2.3103, -3.2715], [2.4450, 3.1409, -2.9372], [1.9020, -2.6755, -2.1767], [-0.1154, -1.0738, 3.0895], [5.2797, -0.5538, -2.1086], [-0.0558, -0.9363, -3.2810], [-1.4876, -1.2753, 1.0283], [4.5576, 1.1859, -0.0783], [6.0821, -0.4346, -0.9801], [2.1398, 3.7863, -5.2470], [1.2105, 0.9822, 1.8927], [-3.2889, -2.8715, 0.8641], [3.4082, -3.4215, -0.4658], [-2.2364, -2.3248, 1.5992], [-4.7940, -7.2952, 9.2747], [2.2855, -5.3899, -2.7865], [0.6609, 3.4283, 0.0736], [2.0873, -0.4568, 0.3025], [-4.7077, 3.1352, 1.0112], [0.8630, 5.9895, 2.2768], [5.5647, -1.2282, -2.9065], [4.2997, 1.8810, 0.7167], [-4.8254, 1.9458, -0.1779], [4.7323, -2.4900, 1.6642], [3.5122, 0.1071, -3.1090], [2.3545, 1.1573, 3.6818], [-2.9709, 1.2706, -1.1656], [-1.2647, 6.7048, 1.9407], [-4.1066, -8.6353, 8.3131], [4.0549, 4.1676, -1.9229], [0.9536, 5.6514, 0.5339], [-0.1093, -4.4500, 6.8372], [-0.2103, -2.6438, 5.5859], [-4.4869, -6.7330, 7.0525], [6.9927, -1.0150, -0.8994], [1.1536, -0.7183, 4.7910], [1.2783, 0.2307, -4.5213], [-0.1291, -3.1647, -3.4699], [4.6865, 5.5318, -3.8573], [1.8930, -1.3963, -4.2499], [3.8982, -5.4349, -2.0757], [-0.6638, 0.9868, -4.0629], [-1.7702, 0.4057, -2.8349], [1.5092, -2.8808, -3.1549], [3.5949, -4.4701, -3.5201], [6.3616, 0.5591, 0.9011], [1.4147, 4.4114, 1.7218], [1.5852, 3.6826, -6.1707], [3.4662, 5.2934, -5.9987], [2.3638, 3.1002, -0.2396], [-1.5203, -2.3019, -4.0549], [-3.8583, -8.5794, 10.0723], [0.9372, 2.3455, -4.2554], [-3.8633, -3.6816, 1.2940], [0.5289, -1.1329, -5.3392], [-4.0045, -5.1940, 5.2051], [-4.3771, -2.7353, -0.9812], [3.1380, -2.5395, 2.4127], [-2.5196, 5.6880, 1.2823], [1.7564, 1.7647, 1.3832], [-2.0351, 5.5305, 3.0060], [-1.2569, -2.5049, -2.3218], [-1.8063, -0.2646, -4.4383], [3.8075, -1.0026, 1.8500], [-0.6024, -5.9743, 8.6935], [4.1273, -4.1405, -0.0890], [-2.9743, -0.9264, -1.8566], [-2.7831, 3.6187, 1.9842]],
  "forces_ev_per_a": [[-1.28, 1.44, -0.89], [-1.81, 0.40, 0.56], [0.14, 0.16, 0.02], [0.45, -0.02, 0.18], [-0.10, 0.05, -0.19], [-0.05, 0.06, 0.04], [0.01, -0.10, 0.18], [0.01, 0.01, 0.02], [0.04, -0.10, 0.04], [0.00, 0.00, -0.06], [2.15, -2.56, 0.71], [0.19, -0.09, -0.24], [-0.01, -0.03, 0.04], [-0.03, -0.05, -0.02], [-0.06, -0.16, -0.05], [0.04, -0.04, 0.32], [0.28, 0.02, 0.28], [-0.28, -0.20, 0.07], [0.09, 0.23, -0.40], [-0.04, -0.02, 0.05], [0.48, -0.05, 0.16], [0.05, 0.41, -0.10], [-0.03, -0.15, 0.25], [0.01, -0.08, 0.00], [-0.07, -0.06, 0.02], [0.06, -0.06, 0.02], [-0.01, -0.01, -0.01], [0.00, 0.01, -0.01], [-0.02, -0.01, 0.01], [0.25, 0.42, -0.08], [-0.03, -0.07, 0.05], [-0.06, 0.35, -0.04], [0.01, -0.02, -0.01], [-0.01, -0.08, -0.05], [0.18, 0.08, 0.11], [0.10, 0.01, 0.14], [-0.02, 0.03, 0.00], [-0.14, -0.05, -0.07], [0.04, -0.05, 0.00], [0.01, 0.02, 0.01], [0.01, -0.01, 0.00], [0.16, -0.01, 0.20], [0.25, -0.05, 0.22], [0.07, -0.21, -0.06], [-0.05, -0.02, -0.05], [0.16, -0.11, -0.02], [-0.01, -0.13, 0.13], [-0.09, -0.07, 0.08], [0.04, 0.05, 0.00], [-0.04, 0.04, -0.11], [-0.06, 0.03, -0.05], [0.01, 0.00, -0.06], [0.05, 0.00, 0.05], [0.01, -0.01, 0.03], [-0.02, 0.14, -0.36], [0.03, 0.00, 0.03], [0.05, 0.02, 0.00], [0.10, 0.14, -0.17], [-0.03, -0.03, -0.03], [-0.13, -0.15, 0.00], [0.02, 0.02, -0.02], [-0.01, 0.03, -0.14], [-0.09, -0.10, 0.03], [-0.04, -0.04, 0.01], [0.00, -0.07, -0.19], [-0.09, 0.03, -0.24], [0.00, -0.01, -0.02], [0.01, 0.26, -0.12], [-0.23, -0.22, -0.02], [-0.09, 0.01, 0.09], [0.01, 0.00, 0.02], [0.00, 0.05, -0.07], [0.00, 0.17, -0.23], [-0.13, -0.11, -0.03], [-0.02, 0.01, 0.00], [0.17, 0.22, -0.09], [0.00, 0.00, 0.00], [0.01, 0.01, 0.00], [-0.12, 0.11, -0.02], [-0.08, 0.20, 0.13], [-0.03, 0.03, -0.08], [-0.01, 0.00, -0.01], [-0.01, 0.01, 0.01], [0.00, -0.01, -0.02], [-0.03, 0.02, 0.00], [-0.01, 0.00, 0.00], [0.01, 0.01, -0.01], [-0.01, -0.02, 0.01], [0.02, 0.08, -0.05], [0.02, 0.00, 0.01], [0.00, 0.00, 0.00], [-0.01, -0.01, -0.01], [-0.02, 0.00, 0.00], [-0.01, 0.00, -0.01], [-0.02, 0.02, -0.01], [0.01, 0.00, 0.00], [-0.01, 0.01, 0.00], [0.01, 0.01, 0.00], [0.02, -0.01, 0.01], [-0.07, 0.02, -0.05], [-0.01, -0.01, 0.01], [-0.12, 0.06, -0.03], [0.00, 0.00, 0.00], [-0.18, 0.10, 0.04], [-0.12, -0.12, -0.10], [0.16, 0.04, 0.20], [-0.01, 0.00, 0.01], [0.00, 0.00, -0.01], [-0.01, 0.00, 0.03], [0.00, 0.01, 0.04], [0.00, -0.01, 0.01], [-0.03, -0.05, -0.07], [-0.04, 0.00, 0.04], [0.00, 0.00, 0.00], [0.00, 0.08, 0.01], [0.00, 0.01, -0.01], [0.00, 0.02, -0.01], [0.02, 0.01, 0.00], [-0.01, 0.00, 0.02], [0.00, 0.01, -0.02], [0.02, 0.00, -0.02], [-0.06, 0.01, 0.01], [0.01, -0.02, 0.00], [0.04, 0.01, 0.01], [0.14, -0.23, 0.00], [-0.01, 0.05, 0.01], [-0.01, 0.00, -0.01], [-0.02, 0.00, 0.00], [0.01, 0.01, 0.02], [0.02, -0.02, 0.03]],
  "mulliken_charge": [0.82, 1.05, 0.86, 0.27, -0.20, -0.19, -0.24, -0.22, -0.26, -0.22, 0.25, -0.77, -0.45, -0.61, -0.66, 0.22, 1.14, 0.18, 1.35, -0.38, 0.66, -0.42, -0.08, -0.05, -0.81, 0.11, -0.69, -0.85, -0.41, 0.27, 0.14, -1.06, -1.80, 1.18, 0.86, -0.73, -0.55, -0.14, -0.85, 0.49, -1.88, -1.48, -0.38, 0.44, -0.77, -1.42, 1.34, 1.13, 0.28, -1.32, 0.59, -0.59, -0.95, -0.68, -0.25, -0.53, 0.93, -0.72, -0.09, -1.02, -0.87, -1.05, -1.67, 0.91, -0.38, 0.64, -0.85, 2.00, -0.62, -0.08, -0.56, -1.22, 0.02, -0.78, -0.72, 0.49, 0.35, 0.34, -0.98, -1.02, 0.21, 0.48, 0.47, 0.38, 0.29, 0.48, 0.37, 0.61, 0.14, 0.45, 0.35, 0.41, 0.32, 0.26, 0.23, 0.41, 0.44, 0.46, 0.07, 0.47, 0.44, 0.30, 0.43, -0.56, -0.18, 0.55, 0.34, 0.45, 0.24, 0.56, 0.39, -0.30, 0.52, 0.24, 0.14, 0.60, 0.52, 0.43, 0.56, 0.35, 0.40, 0.22, 0.33, 0.33, 0.77, 0.20, 0.44, 0.40, 0.36, 0.46],
  "e_lumo_ev": -3.62,
  "charge": 1,
  "e_homo_ev": -9.6,
  "mol_weight_g_mol": 1279.10,
  "gap_ev": 6.02,
  "spin_multiplicity": 1
}